No. 1
A structure of composition C4H6AgO3. Source: the Open Molecules 2025 dataset; level of theory: ωB97M-V/def2-TZVPD.

HOMO-LUMO gap (spin up / spin down) in Ha: 0.390 / 0.267
HOMO (spin up / spin down) in eV: -19.80 / -19.75
LUMO level (spin up / spin down) in Ha: -0.33739 / -0.45906
Expectation value of S²: 0.758

The geometry in ORCA input format:
```
! wB97M-V def2-TZVPD RIJCOSX def2/J DEFGRID3
* xyz 2 2
O -0.311 -1.290 0.602
Ag -2.044 -2.398 1.049
O -2.317 -0.593 0.102
C -1.079 -0.487 -0.042
O -0.520 0.460 -0.752
C -1.348 1.458 -1.388
H -0.653 2.115 -1.917
H -2.028 0.967 -2.090
H -1.898 2.012 -0.622
C 2.045 -1.026 0.847
C 2.328 0.041 1.422
H 2.313 -1.909 0.275
H 2.126 1.090 1.611
H 3.387 -0.439 0.904
*
```

No. 2
A structure of composition C49H129BeN10O14. Source: the Open Molecules 2025 dataset; level of theory: ωB97M-V/def2-TZVPD.

HOMO-LUMO gap in Ha: 0.221
HOMO in eV: -10.19
LUMO level in Ha: -0.15379

The geometry in ORCA input format:
```
! wB97M-V def2-TZVPD RIJCOSX def2/J DEFGRID3
* xyz 1 1
Be 0.417 1.012 4.096
C -0.969 -0.818 -0.189
C -0.226 0.423 0.310
C -0.634 1.714 -0.483
O -0.181 0.586 1.674
H -2.042 -0.767 0.012
H -0.643 -1.681 0.404
H -0.819 -1.148 -1.219
H 0.811 0.290 -0.052
H -1.675 1.932 -0.206
H -0.634 1.669 -1.573
H -0.124 2.632 -0.184
C 6.629 2.568 3.317
O 6.439 2.215 1.932
C 7.704 2.304 1.248
C 7.608 1.646 -0.113
N 6.529 2.222 -0.958
C 6.467 1.621 -2.291
C 5.071 1.689 -2.866
O 4.192 0.827 -2.124
C 2.832 1.063 -2.293
H 7.022 3.577 3.470
H 7.233 1.905 3.939
H 5.584 2.599 3.618
H 8.561 1.969 1.838
H 7.924 3.370 1.113
H 7.301 0.602 -0.014
H 8.564 1.714 -0.630
H 5.641 2.028 -0.510
H 6.711 0.562 -2.137
H 7.189 2.085 -2.962
H 5.052 1.293 -3.885
H 4.672 2.708 -2.874
H 2.592 1.033 -3.363
H 2.527 2.065 -1.961
H 2.222 0.350 -1.740
C 3.829 0.755 4.942
O 2.749 0.185 4.230
C 2.840 -1.230 4.015
C 1.527 -1.787 3.509
N 0.576 -1.351 4.550
C -0.776 -1.820 4.246
C -1.821 -1.159 5.113
O -1.725 0.257 4.900
C -2.542 0.972 5.842
H 3.749 1.841 4.983
H 4.785 0.532 4.466
H 3.880 0.478 6.000
H 3.180 -1.633 4.973
H 3.625 -1.321 3.261
H 1.641 -2.866 3.647
H 1.218 -1.494 2.508
H 0.894 -1.871 5.362
H -0.774 -2.903 4.395
H -0.842 -1.602 3.178
H -1.607 -1.417 6.155
H -2.825 -1.535 4.913
H -2.404 2.045 5.740
H -2.412 0.645 6.874
H -3.559 0.736 5.515
C 2.451 -6.492 -1.452
O 2.773 -5.359 -0.661
C 2.299 -4.152 -1.239
C 2.498 -2.906 -0.395
N 3.917 -2.592 -0.203
C 4.006 -1.343 0.506
C 5.390 -1.031 1.020
O 5.835 -2.064 1.889
C 6.865 -1.625 2.747
H 2.427 -6.327 -2.534
H 1.363 -6.615 -1.330
H 2.939 -7.412 -1.154
H 1.204 -4.236 -1.304
H 2.680 -4.093 -2.261
H 2.007 -3.075 0.576
H 1.925 -2.063 -0.787
H 4.424 -3.410 0.102
H 3.249 -1.086 1.260
H 3.885 -0.529 -0.211
H 5.466 -0.035 1.468
H 6.098 -1.003 0.183
H 6.529 -0.985 3.573
H 7.598 -1.077 2.148
H 7.288 -2.491 3.254
C 2.394 3.222 0.971
C 2.909 3.270 2.417
C 3.563 4.631 2.739
O 4.063 4.663 4.044
C 4.931 5.793 4.235
N 1.848 2.938 3.338
H 2.099 2.208 0.699
H 3.162 3.440 0.227
H 1.551 3.914 0.920
H 3.710 2.526 2.452
H 2.864 5.469 2.611
H 4.284 4.707 1.917
H 5.422 5.514 5.169
H 4.326 6.652 4.535
H 5.634 5.974 3.427
H 2.130 3.190 4.288
H 1.126 3.659 3.281
C -6.963 1.524 -4.729
C -5.491 1.280 -5.086
C -4.576 1.439 -3.863
O -5.069 0.763 -2.708
C -4.335 1.063 -1.536
N -5.399 -0.052 -5.699
H -7.115 2.521 -4.306
H -7.328 0.752 -4.054
H -7.589 1.493 -5.623
H -5.187 2.071 -5.775
H -4.555 2.503 -3.603
H -3.554 1.133 -4.108
H -5.005 0.940 -0.684
H -4.011 2.108 -1.513
H -3.465 0.411 -1.428
H -6.041 -0.119 -6.482
H -5.839 -0.680 -5.029
C -0.640 3.288 -4.743
C -0.483 4.720 -4.191
C 0.772 4.822 -3.339
O 1.079 6.131 -2.887
C 0.169 6.708 -1.991
N -0.273 5.531 -5.384
H -0.585 2.468 -4.021
H 0.222 3.012 -5.360
H -1.521 3.214 -5.377
H -1.374 5.162 -3.741
H 1.632 4.462 -3.902
H 0.654 4.205 -2.436
H -0.141 6.087 -1.146
H -0.718 7.166 -2.440
H 0.691 7.574 -1.576
H 0.210 6.360 -5.033
H 0.438 5.156 -6.005
C 1.362 -4.765 -4.944
C 0.004 -5.036 -4.292
C -0.908 -3.814 -4.430
O -0.352 -2.673 -3.803
C -0.911 -1.469 -4.272
N -0.589 -6.261 -4.833
H 1.880 -3.985 -4.389
H 1.276 -4.508 -6.004
H 1.957 -5.678 -5.008
H 0.212 -5.175 -3.228
H -1.843 -4.074 -3.922
H -1.097 -3.733 -5.506
H -0.416 -0.642 -3.759
H -1.990 -1.367 -4.129
H -0.724 -1.304 -5.338
H -0.880 -6.169 -5.801
H -1.461 -6.415 -4.334
C -5.447 -5.446 2.649
C -4.015 -5.003 2.573
C -3.830 -3.529 2.902
O -4.242 -2.715 1.832
C -3.904 -1.360 1.988
N -3.179 -5.675 3.590
H -6.069 -4.842 1.986
H -5.934 -5.471 3.622
H -5.497 -6.433 2.179
H -3.511 -5.243 1.634
H -2.764 -3.341 3.092
H -4.273 -3.237 3.862
H -4.221 -0.787 1.116
H -2.825 -1.188 2.048
H -4.435 -0.904 2.830
H -2.200 -5.557 3.347
H -3.262 -6.686 3.545
C -4.641 -2.978 -4.353
C -5.395 -2.985 -3.007
C -4.426 -2.996 -1.794
O -3.586 -4.130 -1.879
C -2.393 -3.981 -1.129
N -6.195 -1.762 -3.143
H -5.341 -3.176 -5.160
H -3.885 -3.764 -4.445
H -4.057 -2.064 -4.438
H -6.065 -3.843 -2.951
H -4.878 -2.891 -0.801
H -3.893 -2.037 -1.890
H -1.836 -4.915 -1.042
H -2.551 -3.735 -0.073
H -1.784 -3.195 -1.582
H -5.649 -0.911 -2.961
H -6.938 -1.755 -2.450
C -3.130 3.930 4.095
C -2.777 2.765 3.171
C -3.621 2.738 1.848
O -5.006 2.889 2.024
C -5.716 1.707 2.304
N -1.328 2.645 2.991
H -4.016 3.687 4.686
H -3.433 4.877 3.642
H -2.316 4.164 4.782
H -3.046 1.801 3.611
H -3.419 1.871 1.214
H -3.230 3.656 1.396
H -5.348 1.246 3.231
H -5.604 0.906 1.570
H -6.750 1.968 2.516
H -1.188 1.932 2.255
H -0.964 3.520 2.622
*
```

No. 3
A cluster of 5 separate species, C20H55N5O5 in total. Source: the Open Molecules 2025 dataset; level of theory: ωB97M-V/def2-TZVPD.

HOMO-LUMO gap in Ha: 0.352
HOMO in eV: -9.06
LUMO level in Ha: 0.01966
Structure (SMILES): COC[C@H](C)N.COC[C@H](C)N.COC[C@H](C)N.COC[C@H](C)N.COC[C@H](C)N

The geometry in ORCA input format:
```
! wB97M-V def2-TZVPD RIJCOSX def2/J DEFGRID3
* xyz 0 1
C 4.509 -3.775 6.594
C 4.336 -2.369 6.107
C 2.925 -2.194 5.458
O 2.755 -0.840 4.974
C 1.456 -0.422 4.537
N 4.433 -1.486 7.226
H 4.009 -3.808 7.562
H 5.575 -3.965 6.712
H 4.106 -4.543 5.933
H 5.121 -2.164 5.379
H 2.146 -2.359 6.202
H 2.791 -2.856 4.602
H 1.434 0.662 4.426
H 0.666 -0.740 5.218
H 1.311 -0.848 3.544
H 5.353 -1.670 7.598
H 4.440 -0.573 6.794
C -0.046 -2.710 -2.856
C 0.331 -3.523 -1.570
C -0.382 -3.008 -0.269
O 0.222 -3.633 0.859
C -0.295 -3.184 2.097
N -0.098 -4.911 -1.837
H 0.458 -1.746 -2.783
H -1.115 -2.681 -3.068
H 0.418 -3.158 -3.735
H 1.420 -3.538 -1.527
H -1.412 -3.361 -0.317
H -0.360 -1.919 -0.229
H -1.256 -3.649 2.318
H -0.401 -2.103 2.010
H 0.472 -3.337 2.856
H -1.051 -4.731 -2.120
H -0.059 -5.476 -1.000
C 0.734 1.998 1.632
C 0.437 1.155 0.417
C -0.855 1.547 -0.329
O -1.023 0.509 -1.321
C -2.280 0.584 -2.004
N 1.525 1.154 -0.517
H -0.034 2.317 2.337
H 1.122 2.940 1.244
H 1.447 1.516 2.302
H 0.293 0.118 0.720
H -0.906 2.584 -0.662
H -1.765 1.347 0.237
H -3.087 0.439 -1.285
H -2.395 -0.124 -2.824
H -2.497 1.528 -2.503
H 1.037 0.945 -1.377
H 1.830 2.097 -0.714
C 5.667 2.741 -1.535
C 4.911 3.351 -0.343
C 3.757 4.304 -0.716
O 2.541 3.681 -0.999
C 1.481 4.463 -1.542
N 4.655 2.336 0.760
H 6.572 2.256 -1.167
H 5.901 3.494 -2.288
H 5.108 1.923 -1.990
H 5.624 4.033 0.120
H 4.040 4.692 -1.694
H 3.588 5.144 -0.041
H 0.781 3.874 -2.135
H 1.851 5.111 -2.336
H 0.878 5.077 -0.872
H 3.943 1.747 0.352
H 4.158 2.757 1.531
C -6.004 -0.175 -2.468
C -5.966 0.048 -3.958
C -6.619 1.384 -4.437
O -8.032 1.398 -4.037
C -8.951 0.790 -4.985
N -4.616 -0.134 -4.389
H -5.370 0.536 -1.939
H -5.612 -1.130 -2.121
H -6.986 0.035 -2.043
H -6.596 -0.747 -4.355
H -6.477 1.458 -5.515
H -6.113 2.229 -3.969
H -8.502 -0.078 -5.469
H -9.028 1.516 -5.794
H -9.899 0.652 -4.464
H -4.490 -1.133 -4.467
H -3.992 0.326 -3.742
*
```

No. 4
A cluster of 8 separate species, C5H26NO7 in total. Source: the Open Molecules 2025 dataset; level of theory: ωB97M-V/def2-TZVPD.

HOMO-LUMO gap in Ha: 0.375
HOMO in eV: -12.93
LUMO level in Ha: -0.09987

The geometry in ORCA input format:
```
! wB97M-V def2-TZVPD RIJCOSX def2/J DEFGRID3
* xyz 1 1
C -0.497 0.176 -1.925
C 0.394 0.091 -0.716
C 0.490 -1.352 -0.168
C 0.970 -1.164 1.240
C 0.725 -2.021 2.234
N -0.208 1.048 0.342
H 0.054 -0.294 -2.757
H -1.425 -0.388 -1.839
H -0.781 1.193 -2.266
H 1.349 0.502 -0.980
H 1.183 -1.951 -0.763
H -0.431 -1.972 -0.108
H 1.848 -0.522 1.318
H 1.211 -2.051 3.222
H -0.059 -2.744 2.104
H -0.486 0.484 1.174
H -1.028 1.595 0.096
H 0.499 1.738 0.607
H -2.826 0.455 2.518
H -1.985 1.736 2.466
O -2.088 0.870 2.052
H -2.662 -3.613 1.713
H -3.021 -2.374 0.895
O -2.656 -2.646 1.758
H 3.249 -1.005 -2.948
H 2.017 -1.889 -2.600
O 2.291 -1.003 -2.855
H 4.210 1.458 -0.471
H 2.975 2.041 -0.875
O 3.632 2.176 -0.175
H 2.120 3.554 1.096
H 0.722 4.297 1.446
O 1.157 3.532 1.068
H -2.557 3.726 -0.876
H -1.535 3.698 -2.070
O -2.062 3.150 -1.477
H -1.997 -3.461 -1.179
H -1.412 -3.243 0.234
O -1.378 -3.826 -0.534
*
```

Per-record strongest force on any atom, eV Å⁻¹: 4.09; 3.17; 2.32; 2.81